Molecular formula: C35H71BBr28O4S
Method: DFT, ωB97M-V/def2-TZVPD

```
140
Properties=species:S:1:pos:R:3
H 1.04 3.91 -6.85
C -3.76 -8.01 -9.45
H -5.48 -7.28 -10.58
H 8.59 2.72 -0.73
H 1.57 -0.67 2.49
H 6.97 2.11 -0.36
Br -3.63 0.51 2.29
Br 7.30 5.05 7.41
H -0.40 -1.98 3.16
Br -6.39 -4.68 -0.83
S 2.15 3.21 5.42
C -5.16 -8.14 -10.00
Br 5.95 3.75 1.86
H 4.13 1.78 -7.25
Br -6.59 -7.65 -3.90
H -0.26 -3.54 10.09
H 3.14 -3.44 -9.88
H 5.42 7.45 9.74
H -8.63 -5.38 -2.61
C 6.25 6.83 9.40
Br -5.04 5.26 -0.34
C -8.58 -4.29 -2.64
H 0.65 1.50 3.83
O 1.09 4.55 7.70
H 4.50 3.71 5.98
O 4.12 2.92 2.54
H 3.23 3.14 2.18
Br -6.88 2.34 0.96
C 0.48 -2.75 10.21
C -6.94 5.04 0.04
C -1.38 -2.73 -2.64
C -2.27 -1.57 -3.00
H 0.90 1.70 6.85
C -3.90 -7.30 -4.81
O 4.44 5.20 3.51
H -3.01 0.59 -8.08
H -0.55 1.11 5.17
C 0.49 -2.24 11.62
H -7.68 -2.65 -1.52
H -2.65 1.71 -1.21
Br 8.66 1.30 1.29
C -2.81 -0.21 -7.38
H 2.04 0.61 9.29
Br -0.75 1.43 -4.54
H -3.17 -7.41 -5.62
Br -3.59 -5.52 -4.08
H 7.07 7.47 9.09
H -3.02 -8.12 -10.25
H 1.58 2.23 -4.93
C 1.93 -0.84 3.55
H -1.52 -0.99 4.30
H -7.39 4.60 -0.85
C 0.67 -0.59 4.51
H 0.48 3.56 -4.51
H 2.78 -0.13 3.77
Br 2.06 -1.14 11.98
C -2.62 1.08 -0.32
H -0.69 -0.23 2.79
C 4.87 1.62 -6.46
Br 0.74 -3.92 -9.59
H 3.83 -2.74 -7.65
C 3.99 3.12 5.15
H 4.37 2.06 5.15
H -5.25 -9.04 -10.61
H -4.31 2.10 0.52
H -2.76 2.60 1.24
H 1.90 2.51 11.08
H 5.25 6.41 7.55
Br -1.75 -2.84 -6.92
H -2.01 0.09 -6.70
Br 1.74 -1.89 -6.66
C -0.62 -0.98 3.63
H -5.62 -6.57 -5.93
C -7.16 4.24 1.29
O 2.84 5.50 6.74
C 2.78 1.40 9.42
Br 2.25 2.83 8.18
H -1.95 -0.63 -2.56
H -3.54 -8.73 -8.67
Br 3.95 0.66 -5.03
H -9.57 -3.90 -2.82
H 8.37 4.23 1.38
H -3.39 -1.94 -8.57
C 2.78 1.91 10.84
C 0.43 3.05 -6.59
H 5.63 0.93 -6.81
C 2.40 -2.96 -9.24
Br -0.05 -1.36 8.95
H -0.43 -2.66 -3.16
C 1.51 1.51 5.92
H 0.71 -1.24 5.43
C 5.48 2.89 -5.95
Br -4.42 -0.37 -6.31
C 5.79 5.88 8.33
H 6.18 3.30 -6.69
C -3.32 1.76 0.83
C 7.85 2.58 0.06
Br 1.05 1.62 -7.76
H -7.32 6.06 0.16
H 2.34 0.80 6.19
Br -4.11 -1.87 -2.42
C -5.30 -7.43 -5.34
H 5.17 5.07 8.71
H 2.25 -1.94 -9.57
H -8.67 -3.76 -0.55
Br -0.72 0.83 0.06
H -1.83 -3.70 -2.84
H -1.75 -1.33 -8.87
Br 4.14 4.28 -5.70
C 0.61 2.68 -5.14
B 4.22 3.82 3.69
H -8.20 4.32 1.62
H 3.57 5.66 3.50
C 2.80 -3.07 -7.79
C -7.98 -3.69 -1.39
H 0.56 -3.07 12.33
H 1.45 -3.12 9.88
H 2.23 -1.93 3.66
Br -7.54 -3.81 -4.21
H 7.33 4.67 0.01
H -2.34 -1.46 -4.09
H -0.39 -1.63 11.87
H 2.84 1.08 11.54
Br -0.93 -2.69 -0.74
H 6.00 2.77 -5.00
Br 6.86 5.87 10.99
Br -6.46 -8.37 -8.57
H 3.75 1.03 9.10
H -0.61 3.25 -6.86
H -6.50 4.52 2.11
H -3.02 0.10 -0.55
H -3.67 -8.01 -4.02
C 1.99 4.52 6.79
H -5.40 -8.33 -5.95
H 2.69 -4.08 -7.39
C -2.51 -1.50 -8.11
Br -3.45 -6.24 -8.70
C 7.56 3.89 0.74
C 0.51 0.96 4.82
Br 4.34 3.01 11.18
```

Its spin multiplicity is 1. The calculation puts the energy at -2018335.125 eV. The HOMO energy comes out at -8.2 eV. As for the frontier orbital gap: 8.10 eV.

Atomic partial charges in e from the Mulliken method, atoms 1 to 5:
1. H 0.346
2. C -0.637
3. H 0.368
4. H 0.354
5. H 0.200

Molecular formula: C35H71NO26P5S2
Method: DFT, ωB97M-V/def2-TZVPD

```
140
Properties=species:S:1:pos:R:3
O -0.41 -3.08 -4.13
H 5.16 -2.33 6.45
H 6.09 -3.92 1.04
O -3.23 -8.53 -5.50
H -7.32 7.29 -1.79
H 3.07 0.69 2.30
H 6.95 -1.78 -5.92
C 8.52 -0.90 -4.46
H 11.15 1.22 -2.19
H -4.57 -2.80 -5.63
C 2.84 -3.32 -5.08
H 11.21 0.93 -4.08
C -3.45 4.27 8.87
H 4.56 3.16 7.63
C 4.75 -3.13 -2.56
H -5.88 3.66 -2.38
H -7.54 0.15 -1.40
H 4.09 6.41 2.80
H 2.03 3.81 8.22
P -8.47 4.04 -1.33
H 4.12 -1.65 -5.96
C -5.06 -1.89 -5.08
C 5.40 -4.03 0.07
H -6.49 2.06 -1.87
C 7.14 -1.78 -4.75
H 6.55 -2.23 -1.22
C 3.53 5.99 3.64
O 3.03 -2.74 2.86
N 3.97 -2.30 -5.13
H -0.53 -7.79 -3.40
P -2.88 6.46 7.54
H 11.25 -1.39 -3.40
H 4.69 0.92 1.61
O 5.01 -2.16 4.41
O -2.40 -8.69 -3.26
H -0.55 -9.57 -3.36
H 4.99 -0.66 5.84
H 2.63 -1.68 7.03
C -4.52 5.21 5.86
S -7.03 -2.30 -1.42
P -2.94 -7.43 -4.31
C 3.21 -5.26 -1.26
C 2.14 -1.57 6.06
C -2.12 -9.21 -6.05
H -7.66 -0.50 -3.17
C 10.37 -0.84 -2.86
H 2.47 6.18 3.49
C 4.91 -2.20 -3.91
H -1.83 -0.93 -3.51
C 4.83 3.85 6.83
C -0.70 -2.36 -5.23
C 4.13 0.50 2.45
O 9.03 -1.37 -3.17
H -5.38 -1.07 -5.88
H -5.16 5.90 6.41
C -1.02 -8.67 -2.96
H 1.08 -1.83 6.17
H -4.08 8.92 8.35
H -4.83 4.18 6.06
H -4.45 4.71 8.82
H -3.51 8.97 10.03
C 1.54 3.92 7.25
C -2.49 -5.19 -5.62
H -2.00 -10.17 -5.54
O 2.74 -2.44 5.14
C -8.04 6.51 -2.08
H 9.29 -0.97 -5.35
H -2.20 -4.70 -4.69
C 2.54 -4.36 -3.84
H -2.89 -4.45 -6.31
H 1.62 4.96 6.93
H -3.26 3.92 9.89
H -10.92 3.62 -3.67
C 10.55 0.77 -3.12
H 1.17 -1.10 -5.61
C 5.43 -1.64 5.65
O 4.41 3.33 5.60
H 3.94 -5.84 1.00
H 10.53 -1.01 -1.69
H 2.30 -6.02 -1.39
H 0.15 -1.37 -7.23
C -7.00 -0.56 -2.18
H -6.00 -2.28 -4.50
O 5.98 -1.18 -4.02
C 5.69 -3.04 -1.22
S 1.69 -3.35 -6.60
C -6.06 3.01 -1.53
H -2.44 0.10 -5.03
H 9.52 1.37 -3.17
O 2.14 3.04 6.32
C -4.08 -1.18 -3.95
H -4.61 5.41 4.79
H -3.39 3.42 8.18
C 4.17 -5.14 0.07
H 6.52 -1.54 5.63
O -6.95 3.63 -0.62
H 1.63 -5.10 -3.94
H -1.20 -8.63 -5.96
O -4.22 -7.27 -3.48
O -3.16 5.35 6.24
O -2.60 7.57 8.84
O 2.43 2.74 4.05
H -7.67 6.00 -2.97
H -10.23 5.24 -3.91
H -9.00 6.99 -2.30
P 3.55 -1.67 3.82
H -5.12 2.80 -1.02
H 4.47 0.97 3.38
O 4.36 -0.89 2.50
H 2.22 -0.52 5.74
O -3.48 -6.16 -5.37
C 3.52 -4.27 -2.53
H 8.16 0.23 -4.45
O -1.62 6.97 6.84
O -4.73 0.13 -3.63
H 3.87 6.45 4.57
O -2.10 -1.98 -5.45
H -4.55 7.63 9.50
O -4.87 0.53 -1.26
H -4.07 -1.86 -2.97
H -5.73 -2.87 -1.55
H 7.33 -2.88 -4.41
O 3.76 4.59 3.69
H 0.48 3.66 7.35
H 4.39 4.83 7.03
C -2.54 -0.95 -4.46
H -9.16 3.82 -3.83
C -3.75 8.31 9.20
C -5.48 0.04 -2.36
P 2.95 3.82 5.00
O -2.46 5.22 8.53
H -0.89 -8.65 -1.88
O -9.19 3.41 -0.13
H -1.61 -5.66 -6.08
O -10.00 4.44 -2.04
H -2.31 -9.41 -7.11
C -10.07 4.27 -3.44
C 0.52 -1.88 -6.25
H 5.92 3.95 6.82
O -8.20 5.62 -0.99
```

Its spin multiplicity is 1. As for the net charge: +1. The calculation puts the energy at -160243.176 eV. The HOMO energy comes out at -10.4 eV. As for the frontier orbital gap: 5.86 eV.

Atomic partial charges in e from the Mulliken method, atoms 1 to 5:
1. O -0.442
2. H 0.224
3. H 0.288
4. O -0.316
5. H 0.248

Molecular formula: C35H73F3HgNO16S6
Method: DFT, ωB97M-V/def2-TZVPD

```
135
Properties=species:S:1:pos:R:3
H -3.01 -4.63 -0.98
O -2.44 -7.02 -3.17
H -1.01 -8.54 -3.42
H 0.41 1.71 -3.49
H 2.53 7.42 0.74
O -3.96 1.95 0.91
H 2.58 -1.82 -0.88
H 2.20 1.18 -0.55
H -2.38 -3.84 -2.91
H 1.93 3.08 3.07
C -2.08 -8.42 -3.27
H -4.63 1.74 4.34
S 0.81 5.68 -0.49
H 2.14 -0.85 3.64
C -3.07 4.13 2.14
H 1.12 3.81 -2.10
H -5.02 -6.30 -2.49
O 1.74 -2.00 -4.68
H 4.18 6.50 -1.56
H 3.57 -4.00 -2.87
H 3.37 2.00 6.30
O -3.19 -5.30 1.35
H -3.89 -3.63 -2.99
F -3.16 -1.72 -1.16
H -0.79 4.13 -4.20
O -5.54 3.32 2.33
C -0.25 1.98 -4.32
H 1.30 2.90 5.27
S -4.24 -4.62 2.03
H 1.29 1.36 1.03
O 1.67 0.72 -5.88
Hg -0.70 -2.32 -5.10
O 4.73 5.28 3.44
H 0.50 -2.80 3.20
C 2.96 -3.14 -2.60
H 4.44 -0.34 -1.10
H -0.75 1.91 -7.84
F -1.41 -2.19 0.00
H 0.70 3.89 -5.15
C -1.99 3.59 3.17
C 3.60 6.05 -0.75
H -3.26 3.54 4.88
H 2.42 -0.40 -2.83
H -1.46 4.36 3.73
H -3.57 5.04 2.47
C 2.40 3.88 3.66
H 4.60 3.65 5.76
H -2.04 2.89 -5.97
C -1.07 3.33 -6.19
C -2.78 -2.69 2.85
H 2.53 3.98 5.82
C 3.45 -0.62 -3.11
S 4.24 3.90 3.30
O 0.69 4.86 0.69
O -0.72 -1.17 -3.03
C -4.03 -2.80 2.05
H -1.25 1.62 -4.07
H 4.32 -2.44 4.09
H 0.78 2.54 -7.31
H 3.50 1.31 4.67
H -1.99 -2.96 2.16
O -0.60 -0.28 -6.06
H 1.94 -3.52 -2.53
H -1.35 2.83 2.71
H -5.52 -4.81 -1.67
C 4.28 -1.13 -1.83
H 3.27 3.82 -0.60
H -2.63 -8.84 -4.11
C -1.14 -0.51 -1.84
H -1.24 -6.07 -2.12
H 5.28 -1.48 -2.07
C -2.79 2.78 4.26
H -1.14 4.30 -6.68
H 4.33 5.83 0.02
S 3.06 -2.12 -4.14
O -5.67 -4.98 1.89
O 0.01 0.07 -1.29
O 4.57 3.28 2.02
H -2.61 4.41 1.19
C 2.29 3.29 5.01
F -2.43 -0.37 0.29
C -3.79 1.80 3.65
H 1.46 2.61 -0.28
H -4.93 -6.21 -0.84
H 1.92 4.77 3.26
H -3.44 0.80 3.39
H 5.59 2.46 4.68
H -2.46 -8.88 -2.36
S -4.25 2.77 2.07
C -3.29 -5.20 -1.86
C -0.10 1.27 -0.58
H -4.69 -4.67 4.41
H -1.77 0.34 -2.11
S 0.22 0.95 -5.86
H 3.57 0.35 -3.59
H -2.68 -1.61 2.94
C 1.71 4.68 -1.83
C -0.23 2.31 -6.97
H -0.52 2.06 -1.21
H 3.91 4.41 -2.06
H 1.48 -3.18 1.74
H -1.81 -3.78 4.51
H -3.43 -5.70 4.31
C 1.32 1.55 -0.04
H -3.21 -3.12 5.06
O 4.17 -2.58 -4.95
C 2.46 -1.68 3.02
H 1.61 5.34 -2.69
C 2.38 6.88 -0.20
H -2.18 -7.02 -1.06
C 3.25 -2.58 4.01
C -2.01 -1.20 -0.68
C 3.44 -2.29 -1.36
H -4.98 -2.45 2.47
H 2.90 -2.46 5.04
H 4.22 -1.32 2.05
H 3.89 -2.89 -0.57
O 3.32 -1.59 1.83
C -3.72 -4.72 3.92
C 3.17 4.65 -1.30
C 3.44 2.24 5.24
C 1.21 -2.42 2.46
H 3.11 -3.64 3.77
H -0.75 1.13 0.28
H -3.99 -2.48 1.01
C 4.66 3.00 4.89
C -2.80 -3.51 4.13
O -0.33 6.33 -1.17
H -2.08 2.20 4.85
H 2.15 7.66 -0.93
N -3.22 -4.38 -2.99
H 0.47 -1.78 1.99
C -0.28 3.47 -4.90
C -4.75 -5.58 -1.72
C -2.26 -6.38 -1.94
```

Its spin multiplicity is 1. As for the net charge: +1. The calculation puts the energy at -149049.227 eV. The HOMO energy comes out at -10.8 eV. As for the frontier orbital gap: 4.08 eV.

Atomic partial charges in e from the Mulliken method, atoms 1 to 5:
1. H -0.522
2. O -0.340
3. H 0.275
4. H -0.190
5. H 0.435